Entry 1:
C41H87CaN2O10 as an isolated structure at a distorted geometry. Source: OMol25; level of theory: wB97M-V/def2-TZVPD.

Properties
HOMO energy in eV: -9.64
Energy relative to the best compared isomer or geometry (same formula, charge and spin) in eV: 10.543
Frontier orbital gap in hartree: 0.114
Energy in a.u.: -3153.354588

ORCA input file:
```
! wB97M-V def2-TZVPD RIJCOSX def2/J DEFGRID3
* xyz 1 1
C -5.30 2.50 1.87
H -6.33 3.24 3.59
C 0.89 -6.85 -0.93
C 1.63 6.79 5.80
H -0.75 5.40 -5.04
H 1.16 -9.49 -0.81
H -2.89 -5.85 -6.61
H -2.56 4.38 -6.07
O 0.61 1.75 -0.30
H 0.12 1.90 -1.11
H 1.04 5.45 3.38
H 0.42 0.97 -4.14
H -0.88 1.09 6.11
H -1.72 -5.12 6.35
H -1.54 -6.13 4.92
C -0.48 -9.09 0.47
C -2.06 2.99 -4.54
C 3.07 6.83 5.32
C 5.66 8.36 -3.25
C 0.13 -9.17 -0.92
C -4.56 -4.52 -6.66
H 5.70 8.72 -4.29
C 6.27 0.58 -0.24
O -2.60 -0.13 5.94
H -5.63 -4.68 -6.58
H -7.31 0.55 3.44
C -7.62 2.27 2.26
H 0.22 -10.06 -3.72
H -1.30 6.53 -2.91
O -0.33 -4.37 4.91
H 2.15 4.20 3.85
H -1.31 5.09 -1.97
O -3.38 -4.99 -4.78
H 4.40 5.78 -1.83
C -1.51 5.47 -2.98
H 6.51 6.34 -3.54
H 3.46 8.57 -3.20
H 0.91 -4.33 7.37
H 1.94 -7.13 -0.78
H 2.91 6.94 3.16
C 8.37 -0.34 -0.71
H -8.40 2.43 3.00
H 8.75 -1.36 -0.75
H -2.77 3.31 -3.78
C -0.08 0.73 0.18
C -0.59 4.89 -4.09
H -0.30 -6.45 7.30
H -2.11 1.91 -4.40
C -3.84 0.85 7.64
C 1.91 5.25 4.01
H 5.65 -0.56 -1.92
O 1.35 5.40 5.34
H -1.99 2.90 -6.74
H 5.28 0.41 0.20
H 0.47 5.06 -3.88
H 0.09 -8.52 1.20
H 6.45 8.80 -2.63
C 5.60 6.88 -3.27
H -4.46 1.60 7.13
H -3.37 -3.04 -4.02
H 1.44 -3.32 5.23
H 0.04 -8.86 -4.97
C 0.39 1.38 -5.15
C -6.98 0.90 2.46
C -3.76 -5.62 -6.00
C 7.77 0.16 -2.04
C -1.00 -5.46 5.59
H -5.24 2.52 0.79
H 4.04 5.68 3.72
H 1.26 1.07 -5.72
H -2.01 1.41 8.66
C 0.12 -6.11 6.35
H -4.89 -2.40 -6.15
C -6.48 3.18 2.52
H 0.49 -6.72 0.07
C 5.07 6.64 -1.87
H 1.64 -8.28 -3.06
H 0.21 3.41 -6.02
H -4.91 -3.82 -4.05
C -3.98 -3.74 -4.60
H -4.45 -6.46 -5.91
H 1.47 6.88 6.88
H -1.26 -8.99 -3.78
H -1.06 -0.25 7.22
H 7.93 -0.47 -2.92
O 7.27 -0.35 0.18
H 8.17 1.15 -2.24
H -6.61 4.20 2.16
H -3.20 -2.89 -6.39
C 3.10 6.19 3.93
H 4.34 9.74 -2.23
H -0.47 0.99 -5.69
C -4.17 -3.21 -6.02
H 4.81 6.55 -3.95
H 1.68 -4.87 4.46
C 1.16 -5.06 6.60
H 1.37 3.23 -4.69
H 0.55 -6.97 5.85
N -0.68 3.43 -4.17
C 0.39 2.93 -5.06
H 0.98 7.55 5.37
H 9.09 0.34 -0.25
H -7.32 0.18 1.71
H -1.51 -8.74 0.49
C -1.61 0.52 6.69
C -2.58 3.30 -5.91
O -5.58 1.17 2.41
H -3.37 -1.32 7.48
H -3.58 2.87 -6.02
H -2.57 5.35 -3.20
H -4.35 -4.51 -7.73
C -0.18 -9.07 -3.92
H -4.41 2.98 2.28
O 0.26 0.18 1.23
H -2.44 2.45 7.34
N 0.09 -7.90 -1.65
C 1.08 -4.35 5.21
C -2.44 1.41 7.66
H 3.69 6.23 6.00
H -4.27 0.63 8.61
H -0.34 -10.00 -1.44
C 6.29 0.29 -1.70
H -8.03 2.41 1.26
H -0.41 -10.14 0.76
Ca -2.70 -1.86 2.30
H 5.84 1.09 -2.29
C 0.57 -8.05 -3.05
H 3.40 7.87 5.30
C 0.84 -5.46 -1.65
H -4.55 -0.71 6.41
O -1.01 0.25 -0.45
H 6.45 1.60 0.10
H 2.13 -5.54 6.72
H 5.83 6.47 -1.11
H -0.16 -5.02 -1.70
O 4.33 7.82 -1.53
H 0.46 -7.10 -3.56
H 1.43 -4.76 -1.06
C -3.61 -0.44 6.89
H 1.23 -5.42 -2.67
C 4.36 8.72 -2.61
*
```

***

Entry 2:
C7H5ClO6STl as an isolated structure. Source: OMol25; level of theory: wB97M-V/def2-TZVPD.

Properties
HOMO energy in eV: -12.90
Frontier orbital gap in hartree: 0.301
Energy in a.u.: -1751.513191

ORCA input file:
```
! wB97M-V def2-TZVPD RIJCOSX def2/J DEFGRID3
* xyz 1 1
O -0.65 -2.03 -0.50
O -7.51 -1.62 4.34
Cl -0.06 -2.07 0.81
C -3.27 -0.29 2.14
O -6.38 -0.92 6.11
C -4.35 0.10 4.24
H -5.50 -0.61 6.34
C -5.33 -0.84 3.90
O -0.23 -3.28 1.48
H -2.57 1.11 3.61
S -2.00 0.09 1.01
C -6.51 -1.16 4.79
O -0.77 -0.98 1.70
H -4.40 0.64 5.18
Tl 1.62 -1.39 -2.06
O 1.31 -1.64 0.73
C -3.32 0.38 3.36
C -5.28 -1.48 2.67
H -4.22 -1.70 0.82
H -6.07 -2.18 2.43
C -4.26 -1.21 1.78
*
```

***

Entry 3:
C28H27LuN5PS2 as an isolated structure at a distorted geometry. Source: OMol25; level of theory: wB97M-V/def2-TZVPD.

Properties
HOMO energy in eV: -13.59
Energy relative to the best compared isomer or geometry (same formula, charge and spin) in eV: 2.258
Frontier orbital gap in hartree: 0.276
Energy in a.u.: -3729.675755

ORCA input file:
```
! wB97M-V def2-TZVPD RIJCOSX def2/J DEFGRID3
* xyz 2 1
H 4.29 -0.51 -3.97
H -3.85 -0.44 -5.07
C 1.35 -2.94 1.32
C -3.78 -2.02 -3.67
H 4.15 0.52 -1.78
C 0.00 -2.55 1.04
N 0.50 0.78 3.66
C 3.33 -0.11 -3.67
C 2.13 -0.28 -4.38
C 2.04 0.85 -1.92
H -4.38 -2.67 -4.26
H -0.71 -1.46 5.67
H 0.51 -0.30 5.87
C 3.20 0.17 2.00
H 1.41 0.88 4.11
H 0.80 2.44 2.44
C -1.88 4.95 -0.93
C -2.54 -1.62 -1.61
C -1.88 2.71 -0.11
S 1.48 -4.70 1.48
C -2.62 0.06 -3.43
C -0.65 3.24 -2.13
C -0.48 -0.10 4.13
H -0.79 -5.79 1.41
H -2.54 1.12 -3.69
N -2.24 1.79 0.86
H -0.06 -0.38 -4.33
C -0.26 -4.86 1.39
H 2.32 -0.66 -5.36
H -2.79 2.20 1.57
C -2.09 -0.37 -2.13
C 3.27 0.44 -2.43
H 1.99 1.58 -1.10
C -1.09 2.27 -1.17
H -0.88 5.28 -2.81
H 0.09 3.04 -2.90
C 3.96 -0.13 3.12
C -0.85 -3.67 1.21
S -1.78 -0.72 3.15
C 3.17 -2.36 2.98
C -3.48 -2.29 -2.28
H 4.39 -1.66 4.59
H 3.21 1.20 1.61
H 4.47 0.71 3.63
N -0.28 -0.62 5.34
H -2.15 -1.95 -0.64
P -0.61 0.49 -1.39
N 2.33 -0.70 1.49
N 0.25 1.60 2.51
H -2.19 6.00 -0.78
H -2.83 4.34 0.89
C 3.88 -1.37 3.67
C 0.90 -0.14 -3.80
H -0.72 1.88 2.44
Lu 0.13 -0.32 1.35
H -1.95 -3.58 1.37
C 2.36 -2.05 1.87
C 0.86 0.40 -2.49
H -2.69 0.96 0.46
H -3.94 -3.12 -1.83
C -3.45 -0.81 -4.12
H 2.96 -3.31 3.51
C -1.10 4.58 -2.02
C -2.20 4.06 0.08
*
```

***

Entry 4:
A 5-piece molecular cluster, C33H35ClI2O12P2 overall at a distorted geometry. Source: OMol25; level of theory: wB97M-V/def2-TZVPD.

Properties
HOMO energy in eV: -7.65
Frontier orbital gap in hartree: 0.214
Energy in a.u.: -3919.519697

ORCA input file:
```
! wB97M-V def2-TZVPD RIJCOSX def2/J DEFGRID3
* xyz 0 1
C 3.46 5.29 -8.38
H 3.93 5.90 -6.33
H 2.85 4.36 -10.27
C 4.82 -0.98 -4.75
H -1.78 -2.71 -3.55
C 4.84 -0.94 -3.27
H -5.37 4.20 1.74
H -0.05 -0.56 2.39
C 2.58 -3.19 4.60
H -0.06 -6.68 -4.11
H -5.11 0.85 1.95
H -0.93 -4.61 5.68
C 0.06 -4.24 5.44
H -7.01 3.86 2.43
C -5.48 2.55 3.19
C 2.45 -3.94 5.87
C -0.19 0.51 2.44
O 3.41 -4.13 6.58
H -4.64 -1.07 4.96
C 1.32 -5.15 -3.63
O -0.77 -3.29 3.44
H 1.03 -5.00 7.16
H -2.06 3.14 5.77
O 3.92 6.28 -8.90
H 1.91 2.31 -9.22
H -0.09 0.81 3.47
H -6.36 1.97 3.41
O 1.92 1.93 -6.65
H 3.57 -2.82 4.35
H 1.63 0.25 -5.23
C 2.38 2.93 -7.16
I -2.28 3.81 2.78
C -1.53 0.90 1.79
H 3.60 -0.55 -6.52
H -5.02 2.79 4.14
H 3.77 -0.48 -1.50
H -2.47 0.27 5.08
H 0.48 -1.80 -3.07
H 2.99 3.85 -5.27
C 2.55 -0.06 -3.27
C 1.11 -4.45 6.23
H -3.72 1.43 5.27
H -3.88 -0.71 0.97
H 5.74 -1.28 -2.79
H 0.07 0.60 6.06
I 2.63 -0.19 1.31
C 0.19 -3.49 4.17
O 5.78 -1.37 -5.38
C 0.11 -5.64 -3.88
O -1.95 1.80 7.79
Cl -5.70 5.21 3.82
O 1.59 0.34 -2.63
C 0.32 -2.84 -3.30
C -2.75 1.29 4.84
C 3.78 -0.52 -2.58
C 1.52 -3.71 -3.32
C -5.95 3.90 2.61
C 2.86 4.21 -9.20
P -2.89 1.31 2.98
C -1.09 -4.77 -3.87
C -0.89 -3.33 -3.56
C 2.54 -0.09 -4.75
H -4.39 2.29 1.33
C 3.59 -0.52 -5.44
C 3.48 5.10 -6.91
H -0.77 2.23 4.94
H -1.81 0.09 1.12
O -0.44 0.53 6.88
C -4.57 1.74 2.25
C 2.35 3.11 -8.64
H 1.61 -2.43 2.88
H 2.21 -5.77 -3.63
C 0.94 1.12 1.57
H 0.58 1.36 0.59
C 2.98 4.01 -6.35
P -3.45 -0.88 3.14
O -2.20 -5.21 -4.10
H -1.40 1.76 1.16
O 2.63 -3.28 -3.08
O -4.85 -0.86 4.04
C 1.53 -2.98 3.81
C -1.69 2.18 5.50
H 1.27 2.03 2.06
O -3.93 -1.40 1.65
C -1.37 1.51 6.84
*
```